This record from the OMol25 dataset describes 4 unconnected molecules or ions with the total composition C21H32N2O9 at a distorted geometry. The level of theory is ωB97M-V/def2-TZVPD.

```
64
Properties=species:S:1:pos:R:3:forces:R:3
C 3.67697 -0.15223 0.44887 -1.01 1.15 0.50
C 2.95414 1.15082 -0.22275 0.84 0.39 0.23
C 4.02857 2.36466 -0.46006 -1.24 -0.85 0.68
C 2.21348 0.78714 -1.60088 -1.00 -0.94 -0.23
C 0.63456 0.47788 -1.43413 -3.71 0.52 1.42
C -0.09966 -0.68818 -2.23591 -2.60 1.93 2.32
C -1.61209 -0.93260 -2.01716 2.96 1.80 0.75
C -2.45943 -0.05953 -1.00019 0.64 -0.10 -0.54
N -3.85910 -0.37588 -0.89152 1.13 4.26 3.24
C -4.53349 0.51077 0.03253 3.10 0.04 -0.65
C -3.79745 1.62827 0.82552 0.99 -0.74 -1.06
N -2.41279 1.96184 0.73641 -3.51 -3.97 -2.59
C -1.77977 1.09083 -0.21682 1.90 -0.46 -0.85
C -0.23103 1.32481 -0.47539 0.17 -2.23 -1.94
H 4.48784 0.24939 1.16622 -1.11 -0.87 -1.23
H 2.86035 -0.64089 1.10743 1.50 0.37 -1.18
H 4.08939 -0.88063 -0.32875 -0.49 1.07 1.18
H 2.24708 1.54749 0.60069 0.79 -0.73 -1.66
H 3.55699 3.11015 -1.19274 1.01 -1.04 0.95
H 4.13250 2.89044 0.56499 0.30 -0.82 -1.78
H 4.99945 1.88923 -0.82790 -1.20 1.09 0.42
H 2.66427 -0.18542 -2.04003 -0.60 1.54 0.73
H 2.36702 1.58518 -2.42641 -0.36 -1.10 1.53
H 0.55775 -1.27882 -2.96719 -1.44 0.76 1.19
H -2.14024 -1.76704 -2.61527 0.88 1.61 1.21
H -5.66107 0.37110 0.21487 2.11 0.28 -0.48
H -4.43412 2.25900 1.55251 1.23 -1.12 -1.31
H 0.28833 2.19043 0.08245 -1.17 -1.57 -0.92
C -0.90730 -4.92511 -0.95930 -0.47 0.20 0.03
O 0.39494 -5.49577 -0.84195 0.40 -0.06 -0.37
C 1.12122 -5.44751 -1.97147 -0.03 -0.03 0.16
O 0.76432 -4.97740 -3.02535 0.18 -0.18 0.45
O 2.31520 -6.01404 -1.72339 -0.43 0.17 0.02
C 3.19772 -6.03281 -2.84360 0.32 -0.05 -0.30
H -1.40258 -5.01824 0.00802 0.31 -0.11 -0.02
H -0.84185 -3.86420 -1.21250 0.00 -0.15 -0.11
H -1.49910 -5.46449 -1.70267 0.14 0.15 -0.03
H 3.42642 -5.01602 -3.17131 -0.16 -0.12 -0.06
H 2.76938 -6.61570 -3.66224 -0.02 0.21 0.04
H 4.12630 -6.51072 -2.52881 -0.24 0.03 0.22
C 2.89960 7.15105 2.65410 -0.41 0.15 0.17
O 4.09404 6.50691 2.21448 0.38 0.15 -0.24
C 4.94509 7.31206 1.55485 0.01 -0.06 0.01
O 4.77549 8.48409 1.32100 0.08 -0.54 0.11
O 6.01815 6.58312 1.20117 -0.42 0.13 0.18
C 7.01287 7.31500 0.48739 0.35 0.17 -0.23
H 2.29110 6.40829 3.17161 0.28 -0.09 -0.12
H 3.13132 7.95652 3.35472 -0.01 0.01 -0.21
H 2.33061 7.53108 1.80251 0.16 0.10 0.11
H 7.40878 8.12710 1.10148 -0.17 0.00 -0.13
H 6.60812 7.70162 -0.45075 0.00 0.09 0.19
H 7.82867 6.62939 0.25462 -0.25 -0.12 0.16
C -5.96624 -2.37976 0.08267 0.28 0.07 -0.24
O -7.17747 -3.01635 0.49049 -0.17 -0.26 0.49
C -7.12743 -3.56233 1.71757 -0.05 0.03 -0.14
O -6.17586 -3.55148 2.46074 -0.43 -0.01 -0.31
O -8.32290 -4.12303 1.97317 0.34 0.21 -0.18
C -8.41497 -4.74597 3.25289 -0.10 -0.21 0.38
H -6.11931 -1.97690 -0.91917 -0.20 -0.15 0.15
H -5.71579 -1.55568 0.75070 0.00 -0.41 0.09
H -5.14925 -3.10360 0.04162 -0.04 0.16 0.14
H -8.26653 -4.01357 4.04975 0.15 -0.12 -0.10
H -7.69283 -5.56128 3.33772 0.03 0.21 0.05
H -9.41846 -5.16243 3.34981 0.07 0.15 -0.27
```
Positions in Å, forces in eV/Å.

HOMO level = -8.590 eV
Net charge = 0
Structure (SMILES) = CC(C)Cc1ccc2nccnc2c1.COC(=O)OC.COC(=O)OC.COC(=O)OC
Electronic energy = -1605.85239 Ha
HOMO-LUMO gap = 7.653 eV


This record from the OMol25 dataset describes a molecular structure, C21H32N4O2 at a distorted geometry. The level of theory is ωB97M-V/def2-TZVPD.

```
59
Properties=species:S:1:pos:R:3:forces:R:3
C 6.06544 1.70434 1.38177 0.94 4.16 -5.97
H 5.74844 2.45802 1.95625 -2.00 2.81 2.59
O 5.22238 0.80950 0.94997 -6.23 -4.83 -1.90
C 3.98521 1.06507 0.28669 -0.23 -3.55 0.01
C 3.66392 2.21958 -0.23095 0.47 7.65 0.64
C 2.39541 2.59574 -0.68237 0.55 1.66 0.25
C 1.45289 1.55418 -0.86014 -3.13 14.92 -3.30
C 1.82699 0.40019 -0.77037 1.56 -11.36 2.19
C 2.96145 0.09952 -0.07141 5.44 -1.74 3.45
C 3.34515 -1.38222 0.47524 0.40 6.23 4.15
N 2.61070 -2.12441 -0.32158 -1.86 -9.22 -9.39
C 3.01887 -2.74222 -1.59915 -0.03 -2.64 0.48
C 2.17274 -3.87210 -2.08303 0.31 12.18 11.98
C 1.14912 -3.52580 -0.98153 -6.08 -14.15 -12.66
N 1.44672 -2.79794 -0.17499 2.50 11.58 14.30
H 0.11451 -4.15493 -0.87371 2.47 1.66 -0.30
H 2.20836 -4.44309 -2.81016 0.33 -5.18 -6.83
H 4.04629 -2.62824 -1.81090 0.93 0.59 -0.73
H 4.49094 -1.39436 0.42061 -1.79 -0.89 0.17
H 2.90523 -1.41910 1.62416 1.43 -0.17 -2.81
H 1.08669 -0.40047 -0.96144 0.61 0.21 -0.06
C 0.11611 2.04743 -1.56495 7.36 -11.84 -4.43
N -0.82904 1.27764 -1.06095 -4.88 -2.41 1.12
C -2.10409 1.17960 -1.72335 8.86 6.74 -10.16
C -3.01720 0.30730 -1.50598 -2.06 -10.35 10.03
N -3.18091 0.52535 0.10263 -4.48 -0.48 0.05
C -2.04176 0.39721 0.90598 -3.81 14.51 0.33
C -1.10162 1.76785 0.19432 1.61 -6.38 5.63
H -1.73670 2.54618 0.32025 -1.67 2.83 0.23
H -0.17894 1.68122 0.86184 -1.09 1.06 -0.96
C -1.31232 -0.64614 1.07914 5.04 -12.75 0.21
H -0.91934 -1.11767 0.06130 -0.65 0.98 1.77
H -2.01326 -1.46423 1.48592 0.56 0.44 -0.86
C -0.23962 -0.80620 2.16089 1.52 5.01 -1.30
O 0.32022 -1.99971 2.45460 -1.51 -0.39 2.32
H 0.69868 -2.11216 1.64007 2.28 -2.27 -3.38
H -0.60065 -0.31864 2.96270 -2.33 0.62 3.63
H 0.56024 0.04852 2.12719 -0.22 -1.34 -1.28
H -2.35577 1.02991 1.90440 0.81 -1.91 -1.62
C -4.55838 0.05045 0.83292 12.38 -11.68 -5.03
C -4.66003 -1.61724 0.53939 -11.08 8.25 -0.68
H -5.16892 -1.56107 -0.42551 0.87 -0.45 -0.82
H -3.97486 -2.21840 0.58564 7.88 -5.98 0.59
H -5.61061 -2.04223 1.02089 1.45 0.54 0.43
H -4.38415 0.04031 1.74792 1.83 0.84 8.24
C -5.50323 0.72898 0.38972 -12.50 5.48 -3.34
H -5.80175 0.63718 -0.61769 0.35 0.22 -1.61
H -5.32376 1.68086 0.70293 0.19 3.40 -0.01
H -6.50478 0.54615 0.85056 0.55 -0.37 0.26
H -2.72723 -0.81089 -1.31621 0.29 1.62 -1.70
H -3.93227 0.22412 -1.85934 -4.05 0.72 -2.25
H -2.49375 2.16884 -1.99606 -0.18 0.26 0.52
H -1.61748 0.86897 -3.01434 -1.40 0.80 3.03
H 0.08077 2.95171 -1.60357 -0.87 10.83 -0.29
H 0.43539 1.57985 -2.65399 -1.21 1.58 1.81
H 2.28025 3.80088 -0.80412 -0.33 -3.39 0.03
H 4.30124 3.14074 0.06221 -0.60 -1.54 -0.85
H 6.73566 1.18658 1.86980 4.17 -2.25 2.28
H 6.44646 2.27954 0.41988 0.35 -0.87 1.80
```
Positions in Å, forces in eV/Å.

HOMO level = -7.476 eV
Net charge = 0
Electronic energy = -1188.04544 Ha
HOMO-LUMO gap = 8.271 eV
ΔE to the lowest compared entry with this formula, charge and spin = 583.0 kcal/mol


This record from the OMol25 dataset describes a molecular structure, C21H32N4ORbS5Se at a distorted geometry. The level of theory is ωB97M-V/def2-TZVPD.

```
65
Properties=species:S:1:pos:R:3:forces:R:3
Rb -0.73463 0.48658 -0.05221 0.64 -1.23 1.00
C 1.93461 -1.42506 3.07239 -0.05 0.04 0.11
C 1.34298 -0.27812 3.88211 0.12 -0.03 0.05
S -0.41791 0.04324 3.61567 0.03 0.02 -0.05
C -1.18040 -1.04756 4.84013 -0.05 -0.04 0.07
C -1.32976 -2.51414 4.44590 0.08 0.07 0.14
S -2.46089 -2.71059 3.05336 -0.05 0.02 -0.11
C -1.85882 -4.26755 2.36059 -0.02 -0.11 -0.06
C -0.50143 -4.20489 1.66762 -0.02 -0.07 0.13
S -0.54045 -3.02502 0.30717 -0.08 0.08 -0.10
C 1.14433 -3.15279 -0.31031 0.14 0.03 -0.04
C 2.26470 -2.66977 0.61681 -0.04 -0.08 -0.03
S 2.04008 -1.00808 1.31491 0.15 -0.03 -0.10
H 2.93552 -1.65624 3.44011 0.01 0.02 0.01
H 1.31820 -2.31407 3.17880 -0.01 -0.01 -0.01
H 1.49791 -0.46156 4.94694 -0.02 -0.02 0.00
H 1.87138 0.65191 3.66096 -0.02 0.00 -0.03
H -0.60723 -0.96803 5.76534 0.01 -0.01 0.00
H -2.15828 -0.61087 5.04974 -0.02 0.00 -0.06
H -0.35778 -2.93554 4.19406 -0.01 -0.01 -0.02
H -1.71550 -3.06772 5.30413 0.01 0.00 0.01
H -1.83334 -5.02988 3.14108 0.00 0.03 0.02
H -2.62769 -4.57416 1.64929 0.01 0.02 -0.01
H 0.27662 -3.93807 2.38399 0.00 0.02 -0.01
H -0.25705 -5.19387 1.27335 -0.01 -0.01 0.01
H 1.35617 -4.18295 -0.60616 -0.01 -0.01 0.01
H 1.14303 -2.55692 -1.22368 -0.01 0.03 0.02
H 2.40209 -3.35734 1.45198 -0.03 0.02 0.01
H 3.20199 -2.67772 0.06025 0.00 0.01 -0.03
C -1.96650 4.45438 -2.68851 -0.13 0.15 0.03
S -1.08712 2.95179 -2.32591 -0.05 -0.29 0.30
C -1.36764 2.16571 -3.90529 -0.10 -0.10 -0.14
O -1.92737 2.18512 -1.32632 -0.36 1.33 -1.21
H -3.01444 4.18618 -2.82520 0.00 0.09 -0.02
H -1.55079 4.90142 -3.59156 -0.01 0.01 0.02
H -1.84986 5.13495 -1.84818 -0.02 -0.02 -0.02
H -0.65644 2.55658 -4.63347 -0.03 0.02 0.00
H -2.39456 2.32910 -4.23175 0.02 -0.05 0.00
H -1.19213 1.10320 -3.74841 0.01 0.02 -0.04
Se 2.43940 -0.08306 -3.98509 0.22 -0.16 0.04
N 1.59021 -0.95309 -5.27722 -0.15 0.34 0.20
C 0.44178 -1.33628 -4.75541 -0.07 -0.35 -0.22
C -0.59275 -2.04461 -5.45633 0.25 0.05 0.00
C -1.69828 -2.37169 -4.75929 -0.15 -0.02 0.24
C -1.81182 -2.01577 -3.36395 -0.06 -0.12 -0.17
N -0.91444 -1.38088 -2.67876 0.24 0.12 -0.08
C 0.23176 -1.03310 -3.36463 -0.29 0.01 0.34
N 1.19666 -0.37340 -2.75223 -0.04 0.16 -0.24
H -0.46318 -2.30238 -6.49881 0.03 0.04 0.00
H -2.51337 -2.91013 -5.22348 0.00 0.02 0.03
H -2.71314 -2.30121 -2.82983 0.00 0.01 -0.01
N -0.60044 2.96820 1.86117 0.08 0.01 -0.04
C 0.44874 3.58745 1.15914 -0.22 -0.08 0.07
C 0.19818 4.68628 0.34086 0.06 0.09 -0.02
C 1.21898 5.24635 -0.41306 -0.01 -0.02 0.00
C 2.50079 4.71432 -0.37311 -0.03 -0.02 0.02
C 2.75025 3.61996 0.44443 0.01 -0.01 0.00
C 1.73696 3.05832 1.20750 0.03 -0.02 -0.09
H -0.35059 2.59956 2.76841 0.01 0.00 0.01
H -1.43983 3.52454 1.92433 0.01 0.04 0.00
H -0.79781 5.11626 0.32211 0.02 0.00 0.01
H 1.01279 6.11425 -1.02806 0.00 -0.01 0.00
H 3.29737 5.15258 -0.95849 -0.01 0.01 0.00
H 3.74566 3.19622 0.49274 -0.01 0.01 0.01
H 1.94453 2.19967 1.83730 -0.01 0.01 0.00
```
Positions in Å, forces in eV/Å.

HOMO level = -10.563 eV
Net charge = +1
Electronic energy = -5529.94533 Ha
HOMO-LUMO gap = 6.925 eV
ΔE to the lowest compared entry with this formula, charge and spin = 14.2 kcal/mol


This record from the OMol25 dataset describes 2 unconnected molecules or ions with the total composition C21H33ClF8N4O2P2Si at a distorted geometry. The level of theory is ωB97M-V/def2-TZVPD.

```
72
Properties=species:S:1:pos:R:3:forces:R:3
C 2.05857 4.59231 -0.51858 0.08 -0.11 -0.23
C 3.47194 4.07738 -0.84354 -0.62 0.58 0.21
N 3.42816 2.98990 -1.83014 -0.15 -0.23 0.46
C 4.32548 1.88743 -1.54243 0.00 -0.18 -0.23
C 3.84916 0.50624 -2.09708 0.45 0.47 0.50
C 3.19183 -0.26342 -1.01984 -0.58 -0.42 0.13
N 3.79102 -1.11850 -0.18326 0.05 0.58 -0.56
C 5.19752 -1.47954 -0.17739 0.53 -0.33 0.52
N 5.33123 -2.91889 -0.00623 -0.38 0.09 -0.33
C 2.87963 -1.57033 0.73263 -0.72 -0.04 0.24
C 1.67550 -1.01339 0.44617 0.80 -0.18 -0.42
C 0.42457 -1.25040 1.26653 0.20 -0.54 -0.50
F 0.76886 -2.30152 2.05246 0.04 -0.03 0.40
F 0.32115 -0.16602 2.09426 -0.13 0.57 0.10
C -0.86809 -1.57847 0.58328 -0.91 0.17 0.81
C -2.02905 -1.56725 1.62613 0.33 0.45 -0.82
Si -3.27703 -0.16570 1.50678 -0.49 -0.43 0.64
C -2.57565 1.55148 1.85656 0.23 0.09 -0.42
C -4.56770 -0.49796 2.82892 0.37 0.52 -0.49
C -4.13469 -0.25700 -0.17412 -0.20 0.02 -0.11
C -3.66127 0.36473 -1.33784 -0.49 -0.30 -0.27
C -4.33278 0.23133 -2.55837 -0.31 -0.26 0.21
C -5.51002 -0.52179 -2.64016 0.40 0.06 0.68
C -5.99554 -1.14528 -1.49225 0.54 0.28 0.26
C -5.31766 -1.01189 -0.27290 0.08 0.11 -0.81
N 1.88948 -0.18534 -0.67135 0.19 -0.06 0.43
P 0.76679 0.85803 -1.61069 -0.25 -0.15 -0.48
O -0.27527 1.21410 -0.44929 0.38 0.10 0.04
Cl -0.20620 -0.66670 -2.60932 0.08 0.26 0.02
C 3.59380 3.47912 -3.17842 -0.50 -0.58 0.01
C 2.66203 2.92524 -4.21076 -0.32 0.03 0.16
O 4.41960 4.28868 -3.45060 0.73 0.88 -0.13
H 2.03666 5.67389 -0.45037 0.05 0.17 0.18
H 1.67799 4.17993 0.41047 -0.09 -0.07 0.13
H 1.36495 4.32248 -1.30995 -0.09 -0.08 -0.14
H 4.05197 4.92005 -1.20575 0.36 -0.09 -0.13
H 3.92798 3.73958 0.08024 0.24 -0.20 0.00
H 5.33979 2.07646 -1.90175 0.14 0.04 -0.13
H 4.39841 1.79893 -0.46361 0.05 0.04 0.19
H 3.19007 0.61199 -2.94691 -0.06 0.02 -0.20
H 4.74388 -0.02433 -2.39725 -0.04 -0.23 -0.31
H 5.68617 -1.09072 -1.06315 -0.17 0.10 -0.29
H 5.66367 -0.98885 0.67499 0.03 0.11 0.11
H 6.19692 -3.23092 -0.42662 0.15 -0.05 0.19
H 4.59142 -3.38997 -0.51897 0.05 -0.07 -0.01
H 3.14547 -2.24775 1.51961 0.05 -0.14 0.06
H -0.79287 -2.58589 0.19330 0.34 -0.15 -0.25
H -1.10257 -0.90315 -0.22515 0.20 0.00 -0.15
H -2.58895 -2.48049 1.45416 -0.21 -0.17 0.34
H -1.66219 -1.60739 2.64450 0.03 -0.23 0.10
H -3.21809 2.07708 2.55613 -0.19 0.01 0.13
H -2.52490 2.16819 0.95977 0.01 0.06 -0.14
H -1.57957 1.54038 2.29825 0.07 -0.14 0.10
H -4.12688 -0.24468 3.78909 0.05 -0.19 0.24
H -5.39418 0.19304 2.66626 -0.25 -0.04 0.01
H -4.90378 -1.52727 2.83990 -0.07 -0.13 0.13
H -2.76162 0.96253 -1.29555 0.11 0.11 -0.01
H -3.95930 0.70312 -3.45740 0.11 0.11 0.02
H -6.04823 -0.63002 -3.56836 0.03 0.05 -0.18
H -6.89296 -1.74206 -1.53529 -0.14 -0.05 -0.02
H -5.72618 -1.52626 0.58265 0.04 0.01 0.23
H 0.11448 1.28712 0.43781 -0.38 0.04 0.16
H 3.09256 2.03642 -4.66419 0.07 -0.07 -0.21
H 1.70935 2.66103 -3.76751 -0.11 -0.13 0.09
H 2.49683 3.68757 -4.96209 0.15 -0.03 -0.28
F -2.15995 -5.57028 4.83881 0.44 0.54 0.14
P -3.06578 -4.25581 4.42892 -0.06 -0.19 0.28
F -2.89345 -3.82441 6.00742 -0.62 0.23 -0.08
F -4.34114 -5.14320 4.96594 0.24 -0.45 -0.57
F -2.41971 -2.72751 4.25541 0.67 -0.22 0.10
F -4.26623 -3.64710 3.45530 -0.17 0.47 0.40
F -2.29539 -4.53837 2.98177 -0.48 -0.39 -0.23
```
Positions in Å, forces in eV/Å.

HOMO level = -8.973 eV
Net charge = 0
Electronic energy = -3421.00064 Ha
HOMO-LUMO gap = 7.705 eV